(1)
Density functional theory data (ωB97M-V/def2-TZVPD) for one molecule with the formula C4H6N2O3.

```
15
C4H6N2O3, DFT ωB97M-V/def2-TZVPD
H 2.099 -2.207 0.408
N 1.394 -1.597 0.831
C 1.076 -0.616 0.130
C 1.469 0.294 -0.976
C 0.563 0.877 0.089
O 1.083 1.832 0.901
O -0.795 1.021 -0.111
C -1.390 -0.263 -0.335
N -2.604 -0.266 0.285
O -1.070 -1.036 -1.198
H 1.019 0.141 -1.947
H 2.477 0.689 -1.011
H 0.623 1.821 1.752
H -2.779 0.404 1.013
H -3.163 -1.095 0.171
```

Values from the calculation:
**SMILES string**: [H]/N=C1\C[C@@]1(O)OC(N)=O
**Orbital gap**: 0.3430 Ha
**Total energy**: -491.1848 hartree
**HOMO**: -8.73 eV
**E_LUMO**: 0.6 eV
**ΔE to the lowest compared entry with this formula, charge and spin**: 3.159 eV


(2)
Density functional theory data (ωB97M-V/def2-TZVPD) for a 2-piece molecular cluster, C4H9NO overall.

```
15
C4H9NO, DFT ωB97M-V/def2-TZVPD
C -1.700 -0.163 -2.559
C -1.009 -1.022 -1.812
N -1.384 -1.249 -0.462
H -2.730 0.150 -2.378
H -1.400 0.187 -3.532
H 0.073 -1.161 -1.925
H -0.767 -1.776 0.132
H -2.373 -1.375 -0.270
C 2.310 0.554 1.332
C 1.628 1.301 2.212
O 0.290 1.123 2.490
H 3.374 0.763 1.276
H 1.699 -0.261 0.952
H 2.132 1.959 2.903
H -0.145 0.969 1.642
```

Values from the calculation:
**SMILES string**: C=CN.C=CO
**Orbital gap**: 0.3428 Ha
**Total energy**: -287.7223 hartree
**HOMO**: -8.43 eV
**E_LUMO**: 0.9 eV
**ΔE to the lowest compared entry with this formula, charge and spin**: 2.998 eV


(3)
Density functional theory data (ωB97M-V/def2-TZVPD) for a 9-piece molecular cluster, C10H35F3N2O9 overall.

```
59
C10H35F3N2O9, DFT ωB97M-V/def2-TZVPD
N -0.145 -0.122 -0.272
H 0.405 -0.902 0.057
H 0.355 0.246 -1.069
H -0.157 0.526 0.502
H -1.050 -0.545 -0.421
N -4.549 -1.372 0.357
H -5.078 -2.140 -0.032
H -4.470 -0.578 -0.262
H -3.557 -1.541 0.440
H -4.698 -1.132 1.327
O -2.054 -2.375 0.077
H -1.333 -2.386 -0.582
C -1.573 0.941 2.739
O -1.151 1.579 1.509
O -1.210 -0.419 2.529
C -1.018 1.643 4.099
F -0.859 2.978 3.977
F -1.812 1.402 5.125
F 0.197 1.190 4.484
C -1.496 2.925 1.143
C -0.436 3.345 0.160
H 0.578 3.407 0.555
H -0.480 2.638 -0.669
H -0.625 4.330 -0.267
H -1.373 3.660 1.939
H -2.492 2.952 0.702
H -2.659 1.024 2.790
O -0.428 -5.110 0.038
C 0.702 -4.805 -0.700
C 1.281 -3.315 -0.856
O 1.310 -2.394 0.268
H 0.603 -5.167 -1.723
H 1.511 -5.495 -0.459
H 0.744 -2.883 -1.700
H 2.327 -3.463 -1.126
C 1.626 2.348 -3.146
O 0.958 1.140 -2.778
H 1.678 3.032 -2.299
H 2.667 2.124 -3.379
H 1.116 2.770 -4.012
H 1.218 0.435 -3.375
C 2.815 1.348 1.637
O 2.379 1.213 0.276
H 3.789 1.836 1.650
H 2.111 1.927 2.235
H 2.896 0.373 2.119
H 2.916 0.570 -0.193
C -2.883 1.144 -2.754
O -2.850 -0.131 -2.179
H -3.394 1.831 -2.080
H -1.877 1.560 -2.795
H -3.400 0.982 -3.700
H -3.614 -0.669 -2.399
C 4.725 -2.219 0.508
O 3.974 -1.147 0.056
H 4.578 -2.343 1.581
H 4.412 -3.119 -0.021
H 5.787 -2.204 0.263
H 3.062 -1.442 0.101
```

Values from the calculation:
**Orbital gap (spin up / spin down)**: 0.2002 / 0.2001 Ha
**⟨S²⟩**: 0.755
**Total energy**: -1487.9691 hartree
**2S+1**: 2
**HOMO (spin up / spin down)**: -3.49 / -3.48 eV
**Net charge**: -1
**E_LUMO (spin up / spin down)**: 2.0 / 2.0 eV


(4)
Density functional theory data (ωB97M-V/def2-TZVPD) for a 2-piece molecular cluster, C5H14 overall.

```
19
C5H14, DFT ωB97M-V/def2-TZVPD
C -1.140 2.817 -0.494
C -0.705 1.324 -0.748
C -1.689 0.274 -0.337
H -1.025 3.371 -1.426
H -0.505 3.261 0.247
H -2.188 2.814 -0.219
H -0.454 1.307 -1.813
H 0.294 1.205 -0.327
H -2.724 0.381 -0.659
H -1.440 -0.714 -0.731
H -1.593 0.046 0.720
C 1.987 -2.357 1.287
C 1.254 -1.681 0.129
H 1.305 -3.047 1.796
H 2.809 -3.019 1.008
H 2.392 -1.719 2.059
H 1.481 -0.615 0.175
H 0.186 -1.820 0.166
H 1.754 -1.828 -0.834
```

Values from the calculation:
**SMILES string**: CCC.CC
**Orbital gap**: 0.4477 Ha
**Total energy**: -198.8614 hartree
**HOMO**: -11.04 eV
**E_LUMO**: 1.1 eV
**ΔE to the lowest compared entry with this formula, charge and spin**: 0.754 eV


(5)
Density functional theory data (ωB97M-V/def2-TZVPD) for C5H20FKN10O5 as an isolated structure.

```
42
C5H20FKN10O5, DFT ωB97M-V/def2-TZVPD
K 0.119 0.015 0.753
F 1.817 1.238 -1.186
C 4.213 -1.437 -0.753
O 5.094 -2.147 -0.296
N 4.443 -0.505 -1.729
N 2.919 -1.392 -0.275
H 5.406 -0.397 -1.983
H 3.746 0.192 -1.951
H 2.780 -1.772 0.645
H 2.540 -0.466 -0.474
C -0.908 3.446 -0.584
O -1.039 2.579 0.278
N 0.204 3.461 -1.359
N -1.823 4.442 -0.792
H 0.392 4.151 -2.061
H 0.894 2.728 -1.166
H -2.601 4.472 -0.157
H -1.470 5.316 -1.140
C -1.164 -0.189 -2.484
O -0.783 -1.087 -1.728
N -0.432 0.954 -2.588
N -2.239 -0.334 -3.297
H -0.732 1.610 -3.286
H 0.474 0.989 -2.099
H -2.484 0.388 -3.947
H -2.709 -1.219 -3.304
C -0.747 -3.478 1.134
O -0.721 -2.449 1.806
N -0.880 -4.697 1.735
N -0.621 -3.527 -0.212
H -0.778 -4.811 2.725
H -0.838 -5.526 1.171
H -0.620 -2.685 -0.776
H -0.529 -4.380 -0.730
C -1.744 0.465 3.929
O -2.712 0.023 4.516
N -1.857 1.273 2.829
N -0.452 0.323 4.406
H -1.155 1.794 2.334
H -2.808 1.465 2.568
H 0.203 1.040 4.134
H -0.397 0.132 5.393
```

Values from the calculation:
**Orbital gap**: 0.3367 Ha
**Total energy**: -1826.3869 hartree
**HOMO**: -9.11 eV
**E_LUMO**: 0.0 eV
**ΔE to the lowest compared entry with this formula, charge and spin**: 0.000 eV


(6)
Density functional theory data (ωB97M-V/def2-TZVPD) for C35H30AsF6MnO7P2S as an isolated structure.

```
83
C35H30AsF6MnO7P2S, DFT ωB97M-V/def2-TZVPD
Mn -0.098 0.368 0.435
O -1.914 -1.228 0.597
As -0.778 -2.301 -0.285
O -1.461 -1.724 -1.909
O 0.588 -1.297 0.069
C -2.689 -1.146 -1.988
C -3.765 -1.915 -2.426
C -5.031 -1.368 -2.528
C -5.267 -0.038 -2.196
C -4.210 0.753 -1.795
C -2.939 0.200 -1.683
S -1.653 1.316 -1.245
O -1.795 2.506 -2.007
O -1.603 1.536 0.243
O -0.334 0.607 -1.441
H -2.414 -1.672 1.293
H -3.577 -2.948 -2.685
H -5.847 -1.989 -2.873
H -6.262 0.379 -2.264
H -4.341 1.805 -1.579
C 2.842 0.392 -1.252
P 1.864 1.381 -0.069
C 2.990 1.753 1.284
C 3.607 2.996 1.388
C 4.555 3.197 2.377
C 4.872 2.176 3.261
C 4.253 0.936 3.156
C 3.315 0.719 2.163
C 1.337 2.940 -0.786
C 1.456 3.250 -2.138
C 0.965 4.457 -2.603
C 0.338 5.341 -1.735
C 0.189 5.018 -0.393
C 0.684 3.819 0.085
P 4.388 1.365 -1.715
C 4.715 0.589 -3.346
C 4.678 1.406 -4.472
C 4.906 0.873 -5.733
C 5.171 -0.481 -5.872
C 5.220 -1.299 -4.751
C 4.995 -0.769 -3.491
C 5.689 0.622 -0.666
C 6.798 1.443 -0.458
C 7.892 0.991 0.261
C 7.887 -0.294 0.785
C 6.788 -1.116 0.588
C 5.690 -0.663 -0.128
H 2.226 0.206 -2.133
H 3.054 -0.564 -0.772
H 3.358 3.790 0.697
H 5.054 4.155 2.452
H 5.610 2.348 4.034
H 4.507 0.140 3.844
H 2.833 -0.242 2.043
H 1.919 2.557 -2.826
H 1.063 4.708 -3.650
H -0.041 6.283 -2.107
H -0.316 5.700 0.276
H 0.573 3.551 1.131
H 4.484 2.467 -4.361
H 4.883 1.514 -6.604
H 5.344 -0.899 -6.855
H 5.441 -2.353 -4.856
H 5.054 -1.413 -2.624
H 6.794 2.447 -0.868
H 8.746 1.638 0.414
H 8.738 -0.653 1.350
H 6.791 -2.123 0.987
H 4.844 -1.328 -0.258
C 0.691 1.224 4.518
C -0.116 0.362 3.547
O 0.189 0.687 2.238
C -1.619 0.652 3.820
F -2.441 -0.186 3.155
F -1.926 0.552 5.120
F -1.904 1.896 3.421
C 0.203 -1.128 3.827
F -0.378 -1.953 2.932
F 1.528 -1.340 3.743
F -0.199 -1.518 5.039
H 0.439 2.269 4.347
H 1.753 1.084 4.339
H 0.452 0.959 5.545
```

Values from the calculation:
**Orbital gap (spin up / spin down)**: 0.2102 / 0.2777 Ha
**⟨S²⟩**: 4.030
**Total energy**: -6945.1590 hartree
**2S+1**: 4
**HOMO (spin up / spin down)**: -11.24 / -11.25 eV
**Net charge**: +1
**E_LUMO (spin up / spin down)**: -5.5 / -3.7 eV


Calculated values (eV/A) of max |F| for the records, taken in order: 3.37, 2.90, 4.80, 2.19, 1.88, 2.76.